A 2-piece molecular cluster, CH8N2P overall in a non-equilibrium geometry, computed with ωB97M-V/def2-TZVPD.

Last column: natural (NBO) charge in e.
Atoms and positions in Å:
C1 0.796 -0.408 0.838  0.0474
N1 -1.124 0.841 -0.112  -1.0687
N2 0.766 -1.656 0.571  -0.6505
P1 1.911 0.488 -0.287  0.3807
H1 0.136 -0.064 1.662  0.2588
H2 -1.469 -0.116 -0.141  0.3628
H3 -1.400 1.245 -0.969  0.3907
H4 0.148 -2.427 0.817  0.4428
H5 -1.535 1.361 0.652  0.3901
H6 1.137 -1.901 -0.373  0.4118
H7 1.026 0.556 -1.285  0.0155
H8 1.652 1.731 0.199  0.0188

Values from the calculation:
HOMO level: -14.11 eV
Total charge: +1
Gap between HOMO and LUMO: 9.2 eV
2S+1: 1
E_tot: -493.4447 a.u.
Lowest unoccupied orbital energy: -4.91 eV
ΔE to the lowest compared entry with this formula, charge and spin: 160.8 kJ/mol

=====

A 2-piece molecular cluster, CH8N3 overall in a non-equilibrium geometry, computed with ωB97M-V/def2-TZVPD.

Last column: natural (NBO) charge in e.
Atoms and positions in Å:
N1 -1.150 1.718 -0.114  -1.1069
H1 -1.110 2.538 0.493  0.3817
H2 0.086 -1.008 -1.562  0.4334
H3 -2.147 1.507 -0.129  0.3873
H4 -0.956 2.109 -1.020  0.3712
N2 0.646 -0.098 0.935  -0.7163
C1 0.760 -1.292 0.368  0.4096
N3 0.563 -1.581 -0.883  -0.6932
H5 0.502 0.778 0.400  0.4517
H6 1.415 0.012 1.607  0.4215
H7 0.923 -2.121 1.049  0.2281
H8 0.468 -2.564 -1.143  0.4319

Values from the calculation:
HOMO level: -14.95 eV
Total charge: +1
Gap between HOMO and LUMO: 11.1 eV
2S+1: 1
E_tot: -206.9309 a.u.
Lowest unoccupied orbital energy: -3.84 eV
ΔE to the lowest compared entry with this formula, charge and spin: 75.6 kJ/mol

=====

A 2-piece molecular cluster, CH8N3O overall in a non-equilibrium geometry, computed with ωB97M-V/def2-TZVPD.

Last column: natural (NBO) charge in e.
Atoms and positions in Å:
N1 -0.040 -0.461 1.104  -0.1991
C1 0.948 -0.272 0.064  0.0766
N2 0.359 -0.647 -1.299  -0.6658
N3 1.374 1.128 -0.060  -0.6313
H1 0.019 -1.362 1.558  0.3743
H2 -1.605 0.467 0.693  0.4559
H3 -0.373 -1.387 -1.168  0.4119
H4 0.944 -1.013 -2.096  0.4302
H5 1.847 -0.912 0.140  0.3419
H6 1.084 1.705 0.719  0.4122
H7 1.010 1.360 -0.922  0.3962
H8 -3.089 0.861 1.015  0.4960
O1 -2.479 0.533 0.250  -0.8989

Values from the calculation:
HOMO level: -15.25 eV
Total charge: +1
Gap between HOMO and LUMO: 5.5 eV
2S+1: 1
E_tot: -281.9348 a.u.
Lowest unoccupied orbital energy: -9.70 eV
ΔE to the lowest compared entry with this formula, charge and spin: 772.8 kJ/mol

=====

CH8N3Si as an isolated structure in a non-equilibrium geometry, computed with ωB97M-V/def2-TZVPD.

Last column: natural (NBO) charge in e.
Atoms and positions in Å:
C1 -0.136 1.298 -0.453  0.3235
N1 0.965 0.697 -0.574  -0.2964
N2 -1.171 0.519 -0.221  -0.9046
N3 0.893 -0.627 -0.594  -0.8036
Si1 -0.735 -1.183 -0.267  1.4220
H1 -0.357 2.357 -0.496  0.2558
H2 1.005 -0.185 2.305  0.0445
H3 1.759 1.281 -0.966  0.4540
H4 -2.079 0.814 -0.162  0.4354
H5 0.317 0.122 2.040  -0.0439
H6 1.676 -1.191 -0.384  0.4296
H7 -0.870 -1.995 1.108  -0.1370
H8 -1.266 -1.905 -1.336  -0.1792

Values from the calculation:
HOMO level: -13.93 eV
Total charge: +1
Gap between HOMO and LUMO: 10.6 eV
2S+1: 1
E_tot: -496.3655 a.u.
Lowest unoccupied orbital energy: -3.35 eV
ΔE to the lowest compared entry with this formula, charge and spin: 328.9 kJ/mol

=====

An isolated ion of composition CH8N4S and charge +2 in a non-equilibrium geometry, computed with ωB97M-V/def2-TZVPD.

Last column: natural (NBO) charge in e.
Atoms and positions in Å:
C1 0.592 0.078 0.759  -0.1343
N1 0.626 -0.851 -0.388  -0.2322
N2 -0.185 1.202 0.135  -0.1812
N3 -0.607 -1.153 -0.931  -0.4049
N4 -1.431 0.929 -0.271  -0.3334
S1 2.271 0.589 1.244  0.1747
H1 0.058 -0.403 1.727  0.3029
H2 1.305 -0.528 -1.097  0.4379
H3 0.335 1.654 -0.572  0.4220
H4 -0.566 -1.586 -1.914  0.4791
H5 -1.065 -1.709 -0.329  0.4076
H6 -1.997 0.640 0.510  0.4422
H7 -1.767 1.590 -0.861  0.4437
H8 2.431 -0.453 1.988  0.1761

Values from the calculation:
HOMO level (alpha / beta): -18.66 / -18.66 eV
Total charge: +2
Gap between HOMO and LUMO (alpha / beta): 6.3 / 6.3 eV
2S+1: 1
E_tot: -659.2615 a.u.
Lowest unoccupied orbital energy (alpha / beta): -12.38 / -12.38 eV
ΔE to the lowest compared entry with this formula, charge and spin: 149.4 kJ/mol
Structure (SMILES): NN[C@@H](S)[NH+]=[NH2+]

=====

A 2-piece molecular cluster, CH8N5O overall in a non-equilibrium geometry, computed with ωB97M-V/def2-TZVPD.

Last column: natural (NBO) charge in e.
Atoms and positions in Å:
C1 -1.057 0.216 -0.074  0.3774
N1 -1.813 0.061 -1.119  -0.7547
N2 -1.313 0.868 1.008  -0.7918
N3 1.233 -1.761 0.717  -0.6173
N4 1.036 0.103 -0.725  0.1362
N5 1.604 -0.519 0.268  -0.1583
O1 1.476 1.405 -0.766  -0.5109
H1 -2.803 0.482 -1.220  0.3871
H2 -2.244 1.235 1.276  0.3853
H3 -0.837 1.054 1.938  0.4350
H4 1.995 -2.155 1.341  0.4190
H5 0.916 -2.313 -0.030  0.3963
H6 -1.563 -0.423 -1.901  0.4096
H7 1.883 0.140 1.001  0.3764
H8 1.487 1.608 -1.715  0.5107

Values from the calculation:
HOMO level: -12.20 eV
Total charge: +1
Gap between HOMO and LUMO: 8.3 eV
2S+1: 1
E_tot: -391.4849 a.u.
Lowest unoccupied orbital energy: -3.95 eV
ΔE to the lowest compared entry with this formula, charge and spin: 301.6 kJ/mol

=====

A 2-piece molecular cluster, CH8NO overall in a non-equilibrium geometry, computed with ωB97M-V/def2-TZVPD.

Last column: natural (NBO) charge in e.
Atoms and positions in Å:
N1 -1.673 0.515 0.655  -0.8795
H1 -0.832 0.621 0.075  0.4766
H2 -1.332 0.323 1.576  0.4417
H3 -2.247 -0.211 0.221  0.4548
H4 -2.144 1.438 0.742  0.4517
C1 1.476 -0.834 -0.450  -0.2554
O1 0.603 0.398 -0.705  -0.8002
H5 2.469 -0.397 -0.299  0.2100
H6 1.295 -1.537 -1.263  0.2122
H7 1.097 -1.308 0.490  0.1825
H8 1.287 0.993 -1.041  0.5056

Values from the calculation:
HOMO level: -15.56 eV
Total charge: +1
Gap between HOMO and LUMO: 11.7 eV
2S+1: 1
E_tot: -172.6216 a.u.
Lowest unoccupied orbital energy: -3.89 eV
ΔE to the lowest compared entry with this formula, charge and spin: 74.4 kJ/mol

=====

A 2-piece molecular cluster, CH8NO overall, computed with ωB97M-V/def2-TZVPD.

Last column: natural (NBO) charge in e.
Atoms and positions in Å:
N1 0.140 -1.063 1.642  -0.8804
H1 0.719 -0.368 2.116  0.4484
H2 0.131 -0.923 0.598  0.4842
H3 -0.830 -0.966 1.955  0.4458
H4 0.456 -1.996 1.890  0.4466
C1 -0.008 1.325 -1.032  -0.2533
O1 -0.156 -0.101 -0.854  -0.7743
H5 0.579 1.518 -1.917  0.2042
H6 0.456 1.733 -0.142  0.1819
H7 -0.988 1.809 -1.132  0.1944
H8 -0.853 -0.398 -1.448  0.5027

Values from the calculation:
HOMO level: -15.44 eV
Total charge: +1
Gap between HOMO and LUMO: 11.5 eV
2S+1: 1
E_tot: -172.6326 a.u.
Lowest unoccupied orbital energy: -3.94 eV
ΔE to the lowest compared entry with this formula, charge and spin: 45.4 kJ/mol

=====

An isolated ion of composition CH8NP2 and charge +1 in a non-equilibrium geometry, computed with ωB97M-V/def2-TZVPD.

Last column: natural (NBO) charge in e.
Atoms and positions in Å:
C1 -0.017 0.013 -0.381  -0.6046
N1 -0.813 1.097 0.146  -0.7133
P1 2.025 0.528 0.100  0.3300
P2 -0.524 -1.678 0.041  0.3443
H1 -0.072 -0.015 -1.541  0.2680
H2 -0.393 2.073 -0.104  0.4602
H3 -1.138 0.936 1.083  0.4553
H4 -1.677 1.152 -0.446  0.4413
H5 2.576 0.081 -1.203  0.0330
H6 1.924 -0.778 0.458  -0.0150
H7 -0.010 -1.899 1.402  0.0105
H8 -1.881 -1.512 0.445  -0.0097

Values from the calculation:
HOMO level: -13.89 eV
Total charge: +1
Gap between HOMO and LUMO: 9.7 eV
2S+1: 1
E_tot: -780.0044 a.u.
Lowest unoccupied orbital energy: -4.20 eV
ΔE to the lowest compared entry with this formula, charge and spin: 53.4 kJ/mol
Structure (SMILES): [NH3+]C(P)P

=====

A 2-piece molecular cluster, CH8NP3 overall in a non-equilibrium geometry, computed with ωB97M-V/def2-TZVPD.

Last column: natural (NBO) charge in e.
Atoms and positions in Å:
C1 2.022 0.530 -0.518  -0.4431
N1 0.249 0.511 1.169  -1.0312
P1 -2.274 0.947 -0.464  -0.0044
P2 -0.207 -1.741 -0.808  -0.0114
P3 -1.043 -0.365 0.674  0.5715
H1 2.629 -0.314 -0.516  0.1666
H2 1.240 0.357 -1.349  0.1842
H3 2.407 1.567 -0.384  0.2004
H4 0.764 0.180 1.997  0.3797
H5 -3.095 0.961 0.513  -0.0275
H6 -1.694 2.058 0.030  0.0152
H7 -1.491 -2.296 -0.628  -0.0038
H8 0.493 -2.395 0.283  0.0038

Values from the calculation:
HOMO level (alpha / beta): -7.80 / -7.92 eV
Gap between HOMO and LUMO (alpha / beta): 7.7 / 6.9 eV
2S+1: 1
E_tot: -1121.5180 a.u.
Lowest unoccupied orbital energy (alpha / beta): -0.08 / -0.97 eV
ΔE to the lowest compared entry with this formula, charge and spin: 314.7 kJ/mol